8
Properties=species:S:1:pos:R:3 method="wB97M-V/def2-TZVPD" charge=0 de_lowest_kcal_mol=73.5 molar_mass_da=79.05 homo_ev=-11.2 gap_ev=12.168 smiles=F[C@@H]1CN1F multiplicity=1 fmax_ha_per_bohr=0.1244 e_lumo_ha=0.0351 total_energy_ev=-9043.45023
F 0.98164 -0.22582 1.72010
C 0.28371 0.42459 0.53838
C -0.63085 -0.44227 -0.13868
N 0.71582 -0.24101 -0.62124
F 0.73009 0.64354 -1.78045
H 0.10493 1.34034 0.94176
H -0.83954 -1.59640 0.03280
H -1.34580 0.09704 -0.69267



8
Properties=species:S:1:pos:R:3 method="wB97M-V/def2-TZVPD" charge=0 de_lowest_kcal_mol=39.6 molar_mass_da=79.05 homo_ev=-11.4 gap_ev=11.023 multiplicity=1 fmax_ha_per_bohr=0.1181 e_lumo_ha=-0.0151 total_energy_ev=-9044.91999
C 0.02182 -0.49406 0.05252
C -0.73849 0.10966 1.12403
N -0.65486 -0.79674 -0.96682
F 0.31626 -0.14423 2.65031
F -1.82376 -0.50911 1.45972
H 1.10174 -0.39469 0.08404
H -0.72690 1.28134 1.29548
H -0.08261 -1.35444 -1.56479



10
Properties=species:S:1:pos:R:3 method="wB97M-V/def2-TZVPD" charge=0 de_lowest_kcal_mol=137.5 molar_mass_da=111.05 homo_ev="-10.7 / -10.7" gap_ev="7.507 / 7.477" multiplicity=1 fmax_ha_per_bohr=0.0873 e_lumo_ha="-0.1192 / -0.1193" total_energy_ev=-13135.35578
C -0.06149 0.05473 0.04542
C -1.41033 -0.16611 0.55975
N -2.44943 0.68783 -0.06084
O -2.08715 1.43733 -0.91419
O -3.51919 0.56040 0.45935
F -2.31918 -1.60218 -1.24886
F -1.92745 -0.86051 1.56306
H -0.06879 0.01784 -1.09096
H 0.13400 1.01264 0.34122
H 0.69630 -0.56378 0.46547



9
Properties=species:S:1:pos:R:3 method="wB97M-V/def2-TZVPD" charge=0 de_lowest_kcal_mol=27.3 molar_mass_da=111.12 homo_ev=-9.4 gap_ev=9.734 multiplicity=1 fmax_ha_per_bohr=0.0362 e_lumo_ha=0.0135 total_energy_ev=-19881.68475
F 1.39435 -0.18393 0.79087
C 0.06367 0.01778 0.96764
F -0.12173 1.34976 0.89672
C -0.67681 -0.66177 -0.13951
N -0.61238 -0.44049 -1.41094
S 0.41967 0.64138 -2.17631
H -0.22391 -0.33923 1.98726
H -1.37882 -1.43767 0.18611
H 1.13597 1.05416 -1.10185



8
Properties=species:S:1:pos:R:3 method="wB97M-V/def2-TZVPD" charge=0 de_lowest_kcal_mol=131.4 molar_mass_da=84.04 homo_ev="-9.4 / -10.8" gap_ev="8.971 / 10.536" multiplicity=1 fmax_ha_per_bohr=0.0498 e_lumo_ha="-0.0145 / -0.0094" total_energy_ev=-10270.03122
C 0.22892 -0.31074 0.24970
C -1.27204 -0.40495 -0.01298
F 0.85821 -1.47810 0.47098
F -1.56960 0.43293 -1.02697
F -2.18721 -0.43822 0.96614
H 0.59108 0.40570 1.13574
H 0.64740 -0.01584 -0.72203
H -1.67198 -2.58240 -1.21010



10
Properties=species:S:1:pos:R:3 method="wB97M-V/def2-TZVPD" charge=-1 de_lowest_kcal_mol=0.0 molar_mass_da=114.05 homo_ev=-2.9 gap_ev=7.251 multiplicity=1 fmax_ha_per_bohr=0.0225 e_lumo_ha=0.1583 total_energy_ev=-13811.72032
C -2.12507 -0.27966 0.07781
C 1.78949 -0.05262 -0.02484
N -1.00416 0.33498 -0.05941
O -0.97162 1.64399 -0.20359
F 1.80352 -1.39130 0.20712
F 2.54471 0.12415 -1.12580
F 2.47061 0.48699 1.00073
H -3.09898 0.22736 0.06121
H -2.10963 -1.35661 0.17194
H 0.70113 0.26274 -0.10517



9
Properties=species:S:1:pos:R:3 method="wB97M-V/def2-TZVPD" charge=0 de_lowest_kcal_mol=7.7 molar_mass_da=100.04 homo_ev=-11.2 gap_ev=11.861 smiles=OCC(F)(F)F multiplicity=1 fmax_ha_per_bohr=0.0541 e_lumo_ha=0.0231 total_energy_ev=-12322.44569
O -1.02227 -0.46370 0.00720
C 0.30613 -0.09571 -0.21642
C 1.13559 -1.20600 0.52691
F 2.42383 -0.73907 0.63456
F 1.03421 -2.38186 -0.10325
F 0.73965 -1.46633 1.78553
H -1.51126 0.20199 0.58872
H 0.66649 0.82639 0.34545
H 0.56286 -0.05751 -1.28256



9
Properties=species:S:1:pos:R:3 method="wB97M-V/def2-TZVPD" charge=0 de_lowest_kcal_mol=94.4 molar_mass_da=100.04 homo_ev=-11.5 gap_ev=12.394 smiles=CC(F)(F)OF multiplicity=1 fmax_ha_per_bohr=0.1163 e_lumo_ha=0.0333 total_energy_ev=-12318.68652
C -0.01278 0.08224 0.07572
C -0.17439 1.58345 0.40736
F 0.18406 2.33215 -0.62530
F -1.41510 1.99746 0.70056
O 0.75097 1.82742 1.59987
F 1.15083 3.08514 1.86045
H -0.23532 -0.08734 -0.88938
H -0.52666 -0.59039 0.79016
H 1.14056 -0.14259 0.23793



14
Properties=species:S:1:pos:R:3 method="wB97M-V/def2-TZVPD" charge=0 de_lowest_kcal_mol=0.0 molar_mass_da=196.10 homo_ev=-10.4 gap_ev=10.635 multiplicity=1 fmax_ha_per_bohr=0.0581 e_lumo_ha=0.0099 total_energy_ev=-31347.47457
C 0.97838 -0.02659 -0.49395
C -4.15540 -0.15477 -0.08199
O -2.33689 1.39692 0.43175
O -1.85746 -0.96334 0.57486
O 2.13701 0.14931 -1.09201
O 1.00395 -1.20238 0.15674
O 0.12398 0.83502 -0.43439
F -4.63874 1.02767 -0.57759
F -4.68321 -1.09846 -0.89688
F -4.61681 -0.38969 1.13010
S -2.29065 0.05644 -0.34039
H 2.62840 -0.59708 -1.43513
H 0.08434 -1.26017 0.49729
H -1.42858 1.69421 0.39504



9
Properties=species:S:1:pos:R:3 method="wB97M-V/def2-TZVPD" charge=0 de_lowest_kcal_mol=118.3 molar_mass_da=116.11 homo_ev="-7.4 / -8.8" gap_ev="7.843 / 9.206" multiplicity=1 fmax_ha_per_bohr=0.0777 e_lumo_ha="0.0165 / 0.0152" total_energy_ev=-21105.71882
C 1.61313 0.37362 -0.14731
C -1.19308 -0.83086 -0.20160
F 1.58845 1.22282 0.86838
F 1.74299 1.09012 -1.32037
F -1.30398 -1.54944 0.94298
S -1.89728 0.65007 -0.32943
H 2.11372 -0.62923 -0.01887
H -0.22295 -1.09836 -0.74825
H -2.44100 0.77125 0.95448